[1]
Density functional theory data (ωB97M-V/def2-TZVPD) for a cluster of 2 separate species, C3H8N2OS2 in total in a non-equilibrium geometry.

Computed properties:
Kohn-Sham gap	4.36	eV
E	-1100.0601	hartree
relative energy (zero: lowest compared OMol25 entry of this formula, charge and spin)	5.314	eV
HOMO energy	-0.2737	hartree
spin multiplicity	1

CARTESIAN COORDINATES (ANGSTROEM)
S (0.94, 0.79, -3.33)
S (1.84, -0.64, -2.15)
C (0.07, 0.79, -0.22)
C (-0.18, -0.65, 0.02)
C (-0.24, 0.42, 1.23)
N (0.98, 0.46, 2.12)
O (-1.43, 0.48, 1.74)
N (-1.44, -1.32, -0.14)
H (-0.21, 0.15, -3.72)
H (1.06, 1.01, -0.50)
H (-0.69, 1.41, -0.71)
H (0.73, -1.21, -0.02)
H (0.64, 0.20, 3.08)
H (1.41, 1.38, 2.19)
H (-1.42, -2.32, -0.15)
H (-2.03, -0.94, 0.56)

Here are the natural (NBO) charges for atoms 1 to 8, given in e:
1. S -0.07
2. S -0.31
3. C -0.47
4. C 0.06
5. C 0.51
6. N -0.84
7. O -0.58
8. N -0.77

---

[2]
Density functional theory data (ωB97M-V/def2-TZVPD) for a structure of composition C2H6ClN3O2S in a non-equilibrium geometry.

Computed properties:
Kohn-Sham gap (spin up / spin down)	7.80 / 7.80	eV
E	-1252.6692	hartree
relative energy (zero: lowest compared OMol25 entry of this formula, charge and spin)	2.358	eV
HOMO energy (spin up / spin down)	-0.3400 / -0.3401	hartree
spin multiplicity	1

CARTESIAN COORDINATES (ANGSTROEM)
C (-0.70, -1.25, -1.53)
C (-1.27, 0.87, -0.34)
N (0.17, -0.98, 0.53)
N (2.22, -0.21, 0.16)
N (-0.65, -0.47, -0.27)
O (0.29, -0.39, 1.82)
O (2.79, 0.14, 2.58)
S (1.89, 0.34, 1.49)
Cl (1.47, 2.47, 1.78)
H (-1.27, -0.63, -2.11)
H (0.39, -1.27, -1.93)
H (-1.12, -2.33, -1.38)
H (-2.33, 0.92, -0.31)
H (-0.98, 1.37, 0.68)
H (-0.91, 1.41, -1.17)

Here are the natural (NBO) charges for atoms 1 to 8, given in e:
1. C -0.42
2. C -0.48
3. N 0.28
4. N -0.98
5. N -0.07
6. O -0.55
7. O -0.86
8. S 1.96